[1]
{"formula": "C5H39N2O12S", "method": "ωB97M-V with the def2-TZVPD basis set", "multiplicity": 2, "lumo_energy_ev": [-0.0027, -0.0374], "e_homo_ev": [-1.950, -8.877], "symbols": ["C", "N", "C", "C", "S", "C", "N", "C", "H", "H", "H", "H", "H", "H", "H", "H", "H", "H", "H", "H", "H", "H", "H", "H", "H", "O", "H", "H", "O", "H", "H", "O", "H", "H", "O", "H", "H", "O", "H", "H", "O", "H", "H", "O", "H", "H", "O", "H", "H", "O", "H", "H", "O", "H", "H", "O", "H", "H", "O"], "coordinates": [[-0.6759, 0.9123, 0.2469], [-1.3953, -0.0935, -0.5323], [-1.4947, -1.4123, 0.1319], [-1.2697, -2.5727, -0.8333], [-2.5640, -2.7460, -2.0944], [0.8516, 0.7821, 0.2131], [1.3172, 1.0154, -1.1969], [1.5394, 1.7933, 1.1243], [-0.9798, 0.9361, 1.3035], [-1.0026, 1.8599, -0.2021], [-1.0111, -0.2115, -1.4640], [-2.4855, -1.4942, 0.5550], [-0.7681, -1.5065, 0.9439], [-1.2054, -3.4867, -0.2662], [-0.2827, -2.4476, -1.2753], [-2.2488, -1.7658, -2.9032], [1.1309, -0.2459, 0.4980], [0.7700, 0.4176, -1.8500], [1.2183, 2.0069, -1.4643], [2.3101, 0.7509, -1.2593], [2.6122, 1.6635, 1.0891], [1.2752, 2.8182, 0.8983], [1.1910, 1.6820, 2.1590], [-4.4052, 1.3478, -1.2961], [-3.0035, 0.7545, -1.3195], [-3.6000, 1.3831, -1.8210], [2.4813, -2.8314, -3.3818], [2.5264, -2.0007, -2.0433], [1.9813, -2.2242, -2.8358], [2.2970, -0.2642, 4.6280], [2.9546, 0.6262, 5.7187], [2.4136, 0.6659, 4.9232], [0.5236, -1.2404, -3.1077], [-0.0990, 0.1419, -3.6276], [-0.1686, -0.5674, -2.9769], [0.7805, -1.6028, 4.0732], [1.8142, -2.5964, 4.6915], [1.7549, -1.8394, 4.0797], [-2.7971, 2.6932, -2.5109], [-3.0063, 3.9652, -3.3947], [-2.3152, 3.4751, -2.9257], [-1.0008, 4.0972, -1.8882], [0.0166, 5.2490, -1.6290], [-0.1475, 4.3134, -1.4777], [2.2386, -2.2355, 2.4585], [2.6385, -3.5028, 1.5942], [2.4748, -2.5514, 1.5391], [0.0294, 3.1776, -4.9290], [-0.9271, 2.9799, -3.7461], [-0.0532, 2.6840, -4.1050], [-0.2500, 2.2592, 4.4261], [0.8051, 1.3142, 5.0809], [-0.1557, 1.4855, 4.9936], [3.0776, -1.8173, 0.1753], [4.3915, -1.5879, -0.6586], [3.4372, -1.3697, -0.6693], [-1.3540, -1.4135, 5.0076], [-0.7263, -0.1114, 4.5482], [-0.8005, -1.0577, 4.3013]], "forces_ev_per_a": [[-0.18, 0.28, -0.68], [-0.40, -0.43, 0.84], [0.00, 0.02, -0.39], [0.32, 1.00, 0.03], [-0.38, -1.02, 0.61], [-0.42, 0.48, 0.55], [0.28, 0.03, 0.30], [-0.49, -0.30, 0.39], [-0.13, -0.26, -0.33], [0.47, 0.28, 0.36], [0.00, 0.04, 0.24], [-0.31, -0.11, 0.34], [0.07, 0.06, 0.04], [-0.31, -0.45, 0.07], [-0.01, -0.17, -0.30], [0.42, 0.67, -0.34], [0.06, 0.32, -0.28], [0.24, 0.08, -0.10], [-0.13, -0.22, 0.05], [-0.02, -0.14, -0.11], [0.30, 0.04, 0.14], [-0.02, 0.29, -0.55], [0.25, -0.42, -0.13], [-0.19, 0.23, -0.16], [0.06, 0.33, -0.40], [0.43, -0.73, 0.66], [0.16, -0.14, -0.03], [0.17, -0.14, -0.16], [-0.41, 0.36, 0.20], [0.14, 0.05, 0.08], [0.03, -0.03, -0.05], [0.01, 0.11, 0.05], [0.52, -0.25, -0.34], [0.12, -0.14, -0.44], [-0.22, 0.55, -0.14], [0.40, -0.24, 0.13], [0.11, 0.21, -0.23], [-0.58, -0.10, 0.20], [0.22, 0.56, -0.21], [0.27, -0.09, 0.14], [-1.07, -0.50, 0.23], [0.08, 0.30, -0.06], [-0.09, -0.11, -0.04], [0.25, -0.18, 0.42], [0.31, -0.41, -0.68], [0.00, -0.03, 0.10], [-0.34, 0.37, 0.37], [0.17, -0.18, 0.06], [0.62, -0.22, -0.23], [-0.43, -0.08, -0.03], [0.05, -0.10, 0.12], [0.22, -0.01, -0.09], [-0.33, 0.19, -0.03], [0.44, 0.50, -0.73], [-0.47, 0.19, -0.04], [-0.15, -0.42, 0.77], [0.06, -0.27, -0.13], [0.19, 0.23, -0.17], [-0.38, 0.09, 0.17]], "lowdin_charge": [-0.176, -0.089, -0.278, -0.545, 0.721, -0.341, 0.216, -0.059, 0.129, 0.117, 0.037, 0.100, 0.097, 0.064, 0.044, -0.191, 0.123, 0.092, 0.147, 0.128, 0.070, 0.078, 0.070, 0.064, 0.043, -0.070, 0.048, 0.000, -0.111, 0.004, 0.055, -0.096, 0.026, 0.065, -0.103, 0.021, 0.069, -0.147, 0.041, 0.087, -0.088, -0.019, 0.040, -0.079, 0.011, 0.029, -0.168, 0.038, -0.015, -0.094, 0.048, -0.001, -0.086, 0.009, 0.047, -0.189, 0.061, 0.003, -0.092]}


[2]
{"formula": "C5H39N2O14", "method": "ωB97M-V with the def2-TZVPD basis set", "lumo_energy_ev": -2.1845, "total_charge": 1, "e_homo_ev": -11.739, "symbols": ["O", "C", "C", "C", "C", "C", "N", "N", "H", "H", "H", "H", "H", "H", "H", "H", "H", "H", "H", "H", "H", "H", "H", "O", "H", "H", "O", "H", "H", "O", "H", "H", "O", "H", "H", "O", "H", "H", "O", "H", "H", "O", "H", "H", "O", "H", "H", "O", "H", "H", "O", "H", "H", "O", "H", "H", "O", "H", "H", "O"], "coordinates": [[-2.4833, -0.4061, -0.5908], [-1.6373, -0.8047, -1.3669], [-0.2353, -0.1805, -1.2352], [0.2802, -0.2414, 0.2149], [0.9894, 1.0387, 0.6614], [3.0708, 2.3195, 0.3740], [2.1856, 1.2600, -0.1744], [0.7254, -0.8896, -2.1689], [-1.8676, -1.5174, -2.1543], [-0.2776, 0.8774, -1.5441], [0.9469, -1.0891, 0.3655], [-0.5290, -0.5158, 0.9206], [1.2802, 0.9180, 1.7463], [0.3055, 1.9227, 0.6475], [3.9177, 2.4870, -0.2646], [3.4475, 2.0304, 1.3526], [2.5423, 3.2935, 0.4611], [1.8966, 1.4691, -1.1634], [0.8177, -0.3625, -3.0769], [1.7155, -0.9578, -1.6982], [0.4082, -1.9138, -2.3752], [-0.7770, -2.9708, 1.4725], [0.7355, -3.2140, 1.1812], [-0.1558, -3.4786, 0.8988], [-1.1008, 0.6825, 4.1386], [-1.2023, 0.7732, 2.5447], [-0.7323, 0.2753, 3.3260], [1.8533, 2.0816, -3.7460], [0.5146, 2.2101, -3.1068], [1.3444, 1.6625, -3.1369], [-1.3310, 3.6104, -3.3509], [-1.2859, 3.1380, -1.9926], [-1.0611, 2.8582, -2.9051], [-4.0636, -0.7077, 0.8790], [-3.1848, -1.1604, 1.9925], [-3.8509, -0.4726, 1.7868], [-3.0388, 1.2430, 1.7835], [-2.1182, 0.6983, 0.6266], [-2.1213, 1.3993, 1.3493], [2.1181, -1.8492, 2.1745], [2.8843, -3.1860, 1.8242], [2.2885, -2.5130, 1.4603], [-0.6731, -4.1029, -2.0662], [-0.4569, -3.3326, -0.7331], [-0.5566, -3.2453, -1.7141], [-2.1623, 4.1666, -0.1677], [-1.7942, 2.6857, 0.3371], [-1.6054, 3.4052, -0.3488], [2.3241, -0.1838, 3.7668], [0.8530, -0.4185, 3.4398], [1.7227, -0.8252, 3.4517], [-1.3851, 1.2205, -3.3620], [-1.9427, 0.1369, -4.3665], [-1.4228, 0.2683, -3.5754], [3.2102, -0.4625, -0.5330], [2.7955, -1.7872, -0.0298], [3.0356, -1.3264, -0.8193], [-2.0967, -2.6661, 3.1976], [-1.2761, -1.3080, 2.8981], [-1.7835, -2.0424, 2.4931]], "forces_ev_per_a": [[0.02, -0.39, -0.30], [-0.03, 1.28, 0.18], [0.45, -1.09, -0.25], [-0.33, -0.21, 0.79], [0.23, 0.27, 0.54], [-1.28, 0.27, -0.30], [0.03, 0.46, -0.14], [0.63, -0.56, -0.86], [0.13, -0.05, 0.22], [-0.18, -0.60, 0.11], [0.03, 0.20, -0.44], [0.18, 0.50, -0.63], [-0.02, 0.14, -1.27], [0.31, -0.51, -0.11], [0.38, -0.11, -0.41], [-0.10, -0.10, 0.07], [0.21, -0.40, 0.14], [0.50, 0.05, 1.32], [-0.24, -0.46, 1.18], [-1.04, -0.21, -0.48], [0.30, 1.71, 0.75], [0.33, -0.38, -0.34], [0.11, -0.07, -0.08], [-0.63, 0.14, 0.05], [0.33, -0.40, -0.61], [0.60, -0.50, 1.00], [-1.03, 1.15, -0.26], [2.66, 1.80, -2.85], [0.63, -0.40, 0.03], [-2.93, -1.26, 2.63], [-0.74, 2.24, -2.18], [0.05, -0.52, 0.92], [0.57, -1.50, 1.41], [-0.32, 0.23, -0.20], [-0.14, 0.31, 0.25], [-0.35, -0.51, 0.14], [1.76, -0.05, -1.13], [-0.37, 0.46, 0.58], [-1.31, -0.24, 0.57], [0.20, -0.18, 0.13], [-0.15, 0.27, -0.04], [0.32, -0.29, 0.41], [-0.17, -1.46, -0.50], [0.16, -0.29, 0.16], [0.25, 1.20, 0.33], [-0.08, -0.08, 0.23], [-0.11, 1.05, -0.62], [0.10, -0.65, 0.34], [1.04, 1.05, 0.58], [-0.61, 0.44, 0.06], [-0.22, -1.50, -0.51], [-0.37, -0.08, -0.47], [-0.20, 0.21, -0.23], [0.23, -0.10, 0.02], [0.37, 2.57, 0.73], [-0.20, -0.96, 1.18], [0.20, -1.64, -2.33], [0.55, 0.95, -0.74], [-0.23, -0.04, 0.45], [-0.47, -1.18, 0.78]], "lowdin_charge": [0.040, -0.162, -0.223, -0.129, -0.205, -0.094, -0.126, 0.162, 0.121, 0.122, 0.083, 0.091, 0.112, 0.112, 0.071, 0.075, 0.087, 0.092, 0.134, 0.112, 0.150, 0.015, 0.005, -0.067, 0.110, 0.058, -0.101, 0.012, 0.032, -0.024, 0.053, 0.033, -0.027, 0.043, 0.004, -0.067, 0.124, 0.032, -0.121, 0.033, 0.107, -0.070, 0.053, 0.023, -0.055, 0.066, 0.029, -0.072, 0.053, -0.005, -0.015, 0.016, 0.076, -0.041, 0.003, -0.011, -0.019, 0.129, 0.026, -0.065]}


How do the records compare in ΔE to the lowest compared entry with this formula, charge and spin? In the order shown, they have 0.0, 107.6 kJ/mol.
How do the records compare in DFT total energy? In the order shown, they have -44202.788, -37459.838 eV.
How do the records compare in largest force on an atom? In the order shown, they have 1.25, 4.29 eV Å⁻¹.